Version w
13
Properties=species:S:1:pos:R:3:lowdin_charge:R:1 method="wB97M-V/def2-TZVPD" homo_lumo_gap_ev=8.39 lumo_energy_ev=-0.42
H 1.139 2.435 0.508 0.153
N 0.639 1.454 0.304 0.059
C -0.620 1.190 -0.017 -0.192
N -1.057 -0.137 -0.573 0.003
O -2.653 0.010 0.000 -0.171
C -0.519 -1.310 0.042 -0.091
C 0.860 -1.389 0.340 -0.062
C 1.748 -0.356 0.079 -0.378
N 2.579 0.248 -0.351 0.141
H -1.276 2.012 -0.239 0.102
H -2.481 0.285 1.117 0.193
H -1.274 -2.173 0.088 0.144
H 1.172 -2.403 0.192 0.099

Version x
13
Properties=species:S:1:pos:R:3:lowdin_charge:R:1 method="wB97M-V/def2-TZVPD" homo_lumo_gap_ev=9.31 lumo_energy_ev=1.00
H 0.462 2.675 -0.076 0.020
N -0.107 1.925 -0.039 0.186
C 0.458 0.843 0.082 -0.470
O 1.813 0.670 -0.019 0.036
C 2.082 -0.700 -0.066 -0.096
C 0.948 -1.376 0.063 -0.024
N -0.082 -0.401 0.043 -0.093
N -1.340 -0.843 -0.011 0.004
C -2.310 -0.085 -0.062 -0.045
H 3.264 -0.896 0.017 0.170
H 0.332 -2.309 -0.157 0.150
H -3.281 -0.546 -0.063 0.056
H -2.240 1.044 0.289 0.106

Version y
13
Properties=species:S:1:pos:R:3:lowdin_charge:R:1 method="wB97M-V/def2-TZVPD" homo_lumo_gap_ev=9.78 lumo_energy_ev=-0.08
C -0.681 -1.406 -0.497 -0.032
C 0.362 -0.379 -0.074 -0.229
C 1.737 -0.450 0.183 -0.124
N 2.214 0.727 0.543 0.000
N 1.253 1.584 0.625 0.064
N 0.090 0.954 0.176 -0.043
C -1.175 1.612 0.156 -0.236
O -1.395 2.749 0.434 0.108
H -0.250 -2.412 -0.547 0.082
H -1.163 -1.133 -1.439 0.080
H -1.463 -1.406 0.300 0.088
H 2.429 -1.283 0.208 0.105
H -1.957 0.844 -0.069 0.136

Version z
13
Properties=species:S:1:pos:R:3:lowdin_charge:R:1 method="wB97M-V/def2-TZVPD" homo_lumo_gap_ev=7.81 lumo_energy_ev=-0.05
C -2.764 -0.139 -0.598 -0.067
C -3.967 -0.480 0.054 -0.277
C -0.590 0.781 0.060 -0.511
C 0.690 -1.245 0.047 -0.101
N -1.652 0.092 -0.025 0.098
N -5.109 -0.520 0.296 0.122
N -0.551 2.135 0.183 0.139
O 0.565 0.147 0.198 -0.070
H 0.311 -1.743 -1.026 0.154
H 0.140 -1.826 0.838 0.086
H 1.815 -1.410 0.384 0.127
H 0.373 2.602 -0.023 0.127
H -1.237 2.709 -0.486 0.172

Short version: version w is the least stable of them.

Version w
13
Properties=species:S:1:pos:R:3:lowdin_charge:R:1 method="wB97M-V/def2-TZVPD" homo_lumo_gap_ev=9.12 lumo_energy_ev=-0.26
C 0.664 0.090 -0.329 -0.581
C 0.166 1.186 -0.001 -0.060
C -1.308 1.292 -0.195 -0.166
C -0.776 -1.644 -0.150 -0.198
H 2.405 0.383 0.992 0.136
H 2.148 -1.264 0.827 0.230
H 0.724 2.198 -0.147 0.160
H -1.857 2.255 -0.363 0.120
H -0.398 -2.684 0.215 0.162
N 2.111 -0.140 -0.068 0.027
N -2.151 0.337 -0.184 0.049
N -1.832 -1.109 0.302 0.100
O 0.104 -0.900 -0.899 0.022

Version x
13
Properties=species:S:1:pos:R:3:lowdin_charge:R:1 method="wB97M-V/def2-TZVPD" homo_lumo_gap_ev=10.03 lumo_energy_ev=0.61
O 2.596 -0.127 -0.537 -0.125
N 1.388 0.263 -1.198 0.027
C 0.308 0.055 -0.609 -0.258
N 0.328 -0.843 0.560 0.104
C -0.797 -1.130 0.939 -0.242
N -1.863 -0.309 0.512 0.051
C -1.392 1.226 0.756 -0.034
C -1.128 0.566 -0.489 -0.261
H 3.344 0.662 -0.676 0.185
H -1.104 -1.990 1.556 0.133
H -2.203 2.181 0.721 0.172
H -0.278 1.216 1.334 0.181
H -1.444 0.868 -1.332 0.067

Version y
13
Properties=species:S:1:pos:R:3:lowdin_charge:R:1 method="wB97M-V/def2-TZVPD" homo_lumo_gap_ev=8.11 lumo_energy_ev=-0.33
C 1.133 2.009 -0.136 0.093
C 0.843 0.693 0.032 -0.273
N 1.748 -0.423 0.079 0.067
C 1.053 -1.609 -0.013 -0.130
N -0.255 -1.365 -0.106 0.092
C -0.406 0.038 0.091 -0.394
N -1.447 0.731 0.319 0.088
O -2.545 -0.052 -0.192 -0.111
H 2.124 2.451 -0.138 0.051
H 0.180 2.712 -0.363 0.124
H 2.708 -0.526 0.131 0.107
H 1.699 -2.622 -0.173 0.181
H -2.408 -0.989 0.192 0.105

Version z
13
Properties=species:S:1:pos:R:3:lowdin_charge:R:1 method="wB97M-V/def2-TZVPD" homo_lumo_gap_ev=8.33 lumo_energy_ev=-0.85
C 2.017 0.896 0.162 0.003
N 0.665 0.505 -0.063 -0.057
C -0.438 1.291 -0.207 -0.013
C -1.753 0.871 0.062 -0.147
N -1.976 -0.441 0.147 0.022
N -0.972 -1.277 -0.023 0.108
C 0.333 -0.811 0.021 -0.528
O 1.317 -1.513 -0.103 0.052
H 1.990 1.980 0.126 0.099
H 2.496 0.517 -0.628 0.059
H 2.608 0.520 0.972 0.114
H -0.047 2.391 -0.258 0.155
H -2.556 1.705 -0.048 0.133

Short version: version w is the least stable of them.

Version w
13
Properties=species:S:1:pos:R:3:lowdin_charge:R:1 method="wB97M-V/def2-TZVPD" homo_lumo_gap_ev=8.63 lumo_energy_ev=0.63
S 3.428 -0.137 0.173 0.658
N 1.686 0.174 -0.025 -0.363
C 0.971 -0.640 -0.719 -0.387
C -0.472 -0.318 -1.126 -0.851
S -1.558 -1.436 -0.199 0.867
C -1.848 -0.294 1.124 -0.474
C -1.658 1.021 0.811 -0.487
S -0.941 1.385 -0.760 0.868
H 3.813 1.149 0.533 -0.137
H 1.286 -1.684 -1.096 0.129
H -0.584 -0.578 -2.162 0.058
H -2.121 -0.584 2.066 0.028
H -2.003 1.941 1.380 0.091

Version x
13
Properties=species:S:1:pos:R:3:lowdin_charge:R:1 method="wB97M-V/def2-TZVPD" homo_lumo_gap_ev=7.57 lumo_energy_ev=-1.29
S -1.282 1.931 1.898 0.708
C 0.192 1.651 1.270 -0.590
C 0.534 0.555 0.373 -0.536
N 1.760 0.467 -0.034 -0.247
S 2.024 -0.856 -1.031 0.899
C 0.399 -1.625 -0.672 -0.454
C -0.466 -0.461 -0.151 -0.668
S -1.434 0.262 -1.529 0.764
H 1.033 2.286 1.513 0.057
H 0.531 -2.383 0.085 0.072
H -0.021 -2.106 -1.563 0.072
H -1.139 -0.821 0.597 0.085
H -2.130 1.101 -0.756 -0.162

Short version: version w is the least stable of them.

Version w
6
Properties=species:S:1:pos:R:3:lowdin_charge:R:1 method="wB97M-V/def2-TZVPD" homo_lumo_gap_ev=10.43 lumo_energy_ev=0.70
C -0.533 0.241 0.181 -0.453
O 0.759 0.813 0.513 -0.460
P 0.901 -0.099 -0.879 0.828
H -0.917 -0.541 0.931 0.077
H -1.495 0.964 -0.233 0.130
H 1.285 -1.378 -0.513 -0.122

Version x
6
Properties=species:S:1:pos:R:3:lowdin_charge:R:1 method="wB97M-V/def2-TZVPD" homo_lumo_gap_ev=10.78 lumo_energy_ev=0.89
C 0.104 -0.273 -0.409 -0.364
O -1.000 -1.184 0.145 -0.467
P -1.522 0.366 -0.105 0.838
H 0.910 -0.268 0.172 0.012
H 0.313 -0.459 -1.505 0.077
H -1.081 0.671 1.143 -0.097

Short version: version w is the least stable of them.